Record 1
C39H101BI2N4O14PS14 | wB97M-V/def2-TZVPD

Structure (ORCA input):
```
! wB97M-V def2-TZVPD RIJCOSX def2/J DEFGRID3
* xyz 1 1
C 2.788 -2.401 -2.872
C 4.212 -1.793 -2.839
C 4.725 -1.544 -4.253
C 4.283 -0.206 -4.852
N 2.826 0.048 -4.669
C 2.225 0.062 -6.008
C 0.780 0.518 -6.070
C -0.180 -0.320 -5.240
C -0.627 0.418 -3.951
N -2.032 0.207 -3.680
C -2.493 -1.034 -3.067
B -1.340 -2.135 -2.836
O -1.171 -3.071 -3.826
O -0.579 -2.218 -1.744
C -2.930 1.060 -3.960
N -4.241 0.810 -3.629
C -4.703 1.211 -2.335
I -5.515 0.008 -4.957
N -2.600 2.296 -4.565
C -3.145 2.474 -5.902
C -2.653 1.468 -6.928
O -2.937 0.328 -6.957
I -1.372 2.230 -8.492
P -2.827 3.662 -3.554
S -2.041 5.276 -4.284
C 2.715 1.292 -4.017
S 2.467 1.308 -2.403
S 2.898 2.840 -4.870
C 2.283 4.074 -3.674
C 2.346 5.492 -4.243
C 1.362 6.375 -3.431
H 2.394 -2.339 -3.874
H 2.768 -3.421 -2.522
H 2.166 -1.799 -2.226
H 4.247 -0.865 -2.293
H 4.841 -2.510 -2.339
H 4.465 -2.339 -4.941
H 5.809 -1.541 -4.232
H 4.548 -0.242 -5.902
H 4.886 0.586 -4.434
H 2.794 0.654 -6.721
H 2.254 -0.961 -6.365
H 0.480 0.416 -7.101
H 0.753 1.578 -5.854
H 0.390 -1.172 -4.887
H -1.010 -0.729 -5.788
H -0.001 0.172 -3.106
H -0.400 1.455 -4.128
H -3.253 -1.496 -3.684
H -2.979 -0.852 -2.118
H -2.005 -3.458 -4.052
H -0.467 -1.314 -1.406
H -5.293 0.471 -1.811
H -3.873 1.446 -1.684
H -5.309 2.112 -2.358
H -4.229 2.544 -5.924
H -2.804 3.440 -6.247
H -2.273 3.435 -2.282
H -4.206 3.906 -3.381
H 2.901 4.056 -2.794
H 1.276 3.795 -3.401
H 3.332 5.875 -4.042
H 2.076 5.550 -5.283
H 1.052 5.876 -2.528
H 0.520 6.586 -4.063
H 1.790 7.330 -3.175
C -2.034 1.315 1.523
S -0.794 1.797 0.319
O -0.309 0.536 -0.353
C 0.448 2.289 1.512
H -2.897 0.924 0.998
H -1.626 0.545 2.179
H -2.334 2.184 2.108
H 0.691 1.451 2.168
H 0.070 3.126 2.097
H 1.339 2.596 0.969
C -3.124 10.917 -4.357
S -2.888 9.769 -2.993
O -1.508 9.237 -3.096
C -3.995 8.500 -3.626
H -2.486 11.781 -4.188
H -2.848 10.437 -5.295
H -4.166 11.235 -4.387
H -3.661 8.177 -4.612
H -5.010 8.895 -3.683
H -3.972 7.657 -2.941
C 2.480 -1.486 4.780
S 1.177 -0.287 4.530
O 1.834 1.019 4.212
C 0.648 -0.215 6.243
H 2.977 -1.654 3.832
H 3.199 -1.101 5.505
H 2.052 -2.421 5.133
H 1.486 0.083 6.875
H 0.274 -1.191 6.546
H -0.150 0.520 6.320
C -4.043 -1.427 4.771
S -3.650 0.275 4.361
O -2.229 0.519 4.734
C -4.668 1.008 5.644
H -3.475 -2.078 4.107
H -3.769 -1.630 5.802
H -5.108 -1.599 4.625
H -4.350 0.644 6.620
H -5.713 0.752 5.469
H -4.544 2.087 5.597
C 6.414 -0.662 6.245
S 6.231 -1.594 4.722
O 6.359 -3.035 5.060
C 7.791 -1.077 3.990
H 5.556 -0.871 6.876
H 7.323 -0.962 6.761
H 6.445 0.401 6.017
H 8.615 -1.358 4.644
H 7.780 0.002 3.838
H 7.899 -1.577 3.030
C 3.148 -4.811 0.081
S 1.434 -4.308 0.289
O 1.049 -4.620 1.690
C 0.738 -5.592 -0.756
H 3.771 -4.157 0.687
H 3.273 -5.842 0.410
H 3.429 -4.712 -0.966
H 1.019 -6.573 -0.377
H 1.101 -5.466 -1.776
H -0.345 -5.495 -0.743
C -4.602 -4.676 8.144
S -5.848 -3.397 7.943
O -5.134 -2.135 7.604
C -6.302 -3.302 9.678
H -4.152 -4.869 7.174
H -3.836 -4.339 8.841
H -5.074 -5.586 8.513
H -5.426 -3.055 10.276
H -6.719 -4.258 9.996
H -7.053 -2.525 9.792
C 4.909 2.588 10.272
S 4.798 1.426 8.905
O 6.179 0.971 8.599
C 4.346 2.642 7.659
H 5.221 2.042 11.158
H 5.644 3.359 10.041
H 3.932 3.036 10.446
H 5.117 3.410 7.598
H 3.387 3.088 7.920
H 4.260 2.134 6.701
C -2.403 -6.582 -3.182
S -1.998 -7.852 -1.970
O -0.578 -8.220 -2.175
C -3.000 -9.145 -2.716
H -1.845 -5.681 -2.929
H -2.119 -6.919 -4.179
H -3.473 -6.373 -3.143
H -2.678 -9.315 -3.742
H -4.049 -8.850 -2.693
H -2.867 -10.054 -2.136
C -6.017 4.681 4.337
S -6.274 3.554 2.961
O -4.943 2.999 2.584
C -6.684 4.824 1.756
H -5.711 4.100 5.202
H -5.238 5.399 4.085
H -6.950 5.198 4.559
H -5.861 5.533 1.673
H -7.594 5.337 2.066
H -6.850 4.342 0.796
C 5.225 -5.616 -4.604
S 5.645 -5.739 -2.860
O 6.340 -4.482 -2.483
C 6.902 -7.007 -3.061
H 4.471 -4.840 -4.718
H 6.112 -5.351 -5.180
H 4.822 -6.568 -4.948
H 7.680 -6.652 -3.736
H 6.443 -7.913 -3.455
H 7.334 -7.215 -2.085
*
```

Values from the calculation:
**LUMO energy**: -3.94 eV


Record 2
C39H104O13 | wB97M-V/def2-TZVPD

Structure (ORCA input):
```
! wB97M-V def2-TZVPD RIJCOSX def2/J DEFGRID3
* xyz 0 1
C 3.386 -4.396 -7.417
C 4.742 -4.495 -8.093
C 5.804 -4.959 -7.133
O 4.705 -5.455 -9.165
H 3.099 -5.432 -7.214
H 2.614 -3.886 -7.995
H 3.425 -3.847 -6.473
H 4.986 -3.526 -8.541
H 6.120 -4.139 -6.482
H 6.701 -5.315 -7.635
H 5.429 -5.733 -6.459
H 3.842 -5.426 -9.592
C 2.330 -7.628 -5.315
C 3.204 -7.883 -4.110
C 4.442 -7.006 -4.011
O 2.435 -7.791 -2.896
H 1.415 -8.223 -5.277
H 2.846 -7.895 -6.235
H 2.007 -6.582 -5.282
H 3.595 -8.912 -4.149
H 5.075 -7.129 -4.895
H 5.033 -7.283 -3.137
H 4.155 -5.954 -3.941
H 2.986 -8.155 -2.177
C -0.817 -6.309 -3.938
C -0.991 -5.050 -4.788
C 0.293 -4.626 -5.503
O -2.049 -5.227 -5.722
H 0.050 -6.172 -3.288
H -0.577 -7.139 -4.610
H -1.717 -6.570 -3.385
H -1.237 -4.242 -4.084
H 0.642 -5.453 -6.124
H 0.984 -4.380 -4.696
H 0.150 -3.758 -6.143
H -2.884 -5.299 -5.253
C 5.594 -3.038 -3.833
C 4.565 -2.509 -2.825
C 4.791 -1.046 -2.489
O 3.256 -2.638 -3.360
H 6.629 -3.033 -3.486
H 5.538 -2.370 -4.698
H 5.321 -4.039 -4.163
H 4.632 -3.081 -1.888
H 3.991 -0.643 -1.874
H 4.822 -0.480 -3.423
H 5.765 -0.955 -2.001
H 2.903 -3.508 -3.088
C 10.574 -5.478 -5.223
C 9.705 -6.301 -4.301
C 8.218 -6.001 -4.499
O 9.811 -7.696 -4.560
H 10.312 -5.596 -6.276
H 11.645 -5.657 -5.100
H 10.441 -4.407 -5.041
H 9.978 -6.106 -3.258
H 7.578 -6.705 -3.963
H 7.950 -6.143 -5.549
H 7.906 -5.001 -4.198
H 10.718 -8.014 -4.621
C 1.825 -11.964 -4.033
C 2.093 -13.469 -4.098
C 1.281 -14.148 -5.192
O 3.479 -13.687 -4.316
H 0.754 -11.769 -3.906
H 2.133 -11.406 -4.925
H 2.343 -11.439 -3.227
H 1.809 -13.891 -3.131
H 0.204 -14.025 -5.078
H 1.546 -15.203 -5.270
H 1.540 -13.718 -6.167
H 3.660 -13.383 -5.214
C 7.765 -9.915 -2.654
C 7.702 -10.579 -4.044
C 6.452 -11.382 -4.230
O 7.777 -9.567 -5.053
H 7.634 -10.672 -1.878
H 6.914 -9.234 -2.599
H 8.757 -9.506 -2.470
H 8.612 -11.176 -4.196
H 6.265 -12.011 -3.356
H 6.583 -12.089 -5.051
H 5.554 -10.784 -4.385
H 8.543 -8.998 -4.860
C 7.652 -5.266 -0.868
C 7.192 -6.608 -0.315
C 8.207 -7.209 0.670
O 5.930 -6.446 0.339
H 8.486 -5.345 -1.564
H 7.920 -4.622 -0.023
H 6.840 -4.732 -1.365
H 7.034 -7.332 -1.121
H 8.557 -6.398 1.317
H 9.089 -7.556 0.130
H 7.754 -7.982 1.284
H 6.047 -5.718 0.963
C 1.901 -5.464 -0.331
C 1.105 -5.005 -1.543
C 0.671 -3.549 -1.432
O 1.953 -5.052 -2.718
H 2.007 -6.545 -0.258
H 1.313 -5.150 0.540
H 2.887 -4.999 -0.335
H 0.278 -5.715 -1.663
H 1.497 -2.910 -1.123
H -0.100 -3.450 -0.662
H 0.259 -3.245 -2.393
H 2.044 -6.011 -2.937
C 2.738 -10.253 0.008
C 4.130 -9.652 0.050
C 5.191 -10.631 -0.413
O 4.141 -8.490 -0.776
H 2.027 -9.424 0.030
H 2.546 -10.972 0.801
H 2.550 -10.759 -0.944
H 4.398 -9.368 1.073
H 4.967 -11.002 -1.417
H 5.149 -11.529 0.212
H 6.195 -10.218 -0.379
H 4.770 -7.824 -0.474
C -1.293 -7.497 -7.560
C 0.023 -7.230 -8.320
C 0.750 -8.527 -8.576
O -0.278 -6.603 -9.552
H -1.753 -6.523 -7.378
H -1.153 -8.087 -6.655
H -1.929 -8.071 -8.236
H 0.666 -6.617 -7.672
H 1.233 -8.964 -7.702
H 1.608 -8.358 -9.239
H 0.169 -9.281 -9.109
H -0.777 -5.807 -9.329
C -1.009 -9.608 -1.521
C -2.210 -9.356 -2.439
C -1.926 -9.345 -3.913
O -3.227 -10.346 -2.250
H -1.298 -9.543 -0.474
H -0.261 -8.821 -1.673
H -0.499 -10.526 -1.818
H -2.640 -8.406 -2.097
H -2.841 -9.110 -4.462
H -1.681 -10.352 -4.262
H -1.166 -8.643 -4.254
H -3.559 -10.317 -1.349
C 6.738 -8.329 -8.106
C 5.392 -8.983 -7.780
C 4.546 -9.368 -8.974
O 5.588 -10.202 -7.045
H 6.445 -7.420 -8.643
H 7.345 -8.855 -8.847
H 7.332 -8.158 -7.211
H 4.831 -8.251 -7.186
H 3.647 -9.863 -8.607
H 5.019 -10.070 -9.664
H 4.290 -8.501 -9.588
H 6.279 -9.970 -6.408
*
```

Values from the calculation:
**Relative energy (zero: lowest compared OMol25 entry of this formula, charge and spin)**: 18.3 kcal per mole
**LUMO energy**: 0.28 eV


Number 1: M 1594.8 g mol⁻¹. Number 2: M 781.2 g mol⁻¹.